DFT (ωB97M-V with the def2-TZVPD basis set) results for one molecule with the formula C3H7N3OS.

Its energy above the lowest of the compared OMol25 structures with the same formula, charge and spin is 62.2 kcal per mole. The calculated total energy comes out at -20575.4845 eV. The molar mass is 133.176 g/mol. The calculation puts the LUMO energy at 0.7 eV. For the orbital gap, the calculation gives 0.339 Eh. Its structure (SMILES) is SNC1=NOCCN1. For the largest force on an atom, the calculation gives 1.033 eV/A.

Geometry (Å):
C (0.558, 0.498, 0.366)
C (-1.838, 0.248, -0.622)
C (-1.009, -1.019, -0.669)
H (2.736, -0.618, 2.061)
H (1.924, 1.814, 1.017)
H (-1.536, 0.950, -1.423)
H (-2.913, 0.059, -0.703)
H (-1.032, -1.495, -1.671)
H (-1.380, -1.754, 0.028)
H (1.126, -0.934, -0.965)
N (1.884, 0.936, 0.500)
N (-0.348, 1.252, 0.909)
N (0.367, -0.662, -0.330)
O (-1.674, 0.872, 0.633)
S (3.134, -0.146, 0.868)